(1)
DFT (ωB97M-V with the def2-TZVPD basis set) results for a structure of composition C40H42CoN5O3SSi.

Calculated values
maximum force: 1.9 eV/Å
gap between HOMO and LUMO (spin up / spin down): 7.269 / 7.715 eV
LUMO (spin up / spin down): -0.5292 / -0.0763 eV
M: 759.89 g mol⁻¹
calculated total energy: -4119.416514 Ha

Structure (XYZ):
```
93
C40H42CoN5O3SSi, DFT ωB97M-V with the def2-TZVPD basis set
Co 0.944 0.348 0.757
O 3.757 0.642 -2.826
C 4.746 -0.015 -2.163
C 5.852 -0.395 -2.918
C 6.914 -1.052 -2.322
C 6.899 -1.339 -0.958
C 5.807 -0.953 -0.202
C 4.717 -0.294 -0.782
C 3.553 0.088 0.062
O 2.391 0.290 -0.534
N 3.720 0.228 1.331
N 2.496 0.615 1.881
C 2.499 0.917 3.111
C 1.343 1.365 3.852
C 1.514 1.670 5.212
C 0.485 2.152 5.985
C -0.763 2.347 5.383
C -0.957 2.050 4.051
C 0.087 1.546 3.250
O -0.148 1.297 1.975
H 3.021 0.768 -2.207
H 5.854 -0.163 -3.980
H 7.768 -1.342 -2.926
H 7.732 -1.856 -0.494
H 5.767 -1.155 0.863
H 3.450 0.853 3.629
H 2.498 1.520 5.652
H 0.641 2.388 7.032
H -1.590 2.736 5.970
H -1.923 2.208 3.576
C 0.514 -1.283 1.802
Si -1.078 -2.124 1.305
C -0.861 -2.636 -0.469
N -0.242 -1.540 -1.235
C 0.682 -2.021 -2.280
C -0.046 -2.693 -3.441
C -1.254 -1.835 -3.903
C -1.250 -0.445 -3.263
C -1.266 -0.569 -1.747
C -2.601 -1.060 1.465
C -3.745 -1.355 0.714
C -4.897 -0.585 0.826
C -4.929 0.498 1.705
C -3.809 0.797 2.476
C -2.655 0.024 2.355
C -1.334 -3.651 2.340
C -0.414 -4.708 2.267
C -0.571 -5.850 3.043
C -1.653 -5.952 3.914
C -2.572 -4.913 4.005
C -2.412 -3.770 3.226
H 1.387 -1.915 1.607
H 0.536 -0.965 2.850
H -1.817 -2.953 -0.930
H -0.215 -3.526 -0.473
H 1.394 -2.708 -1.822
H 1.256 -1.183 -2.643
H -0.388 -3.686 -3.140
H 0.669 -2.839 -4.257
H -2.191 -2.333 -3.624
H -1.266 -1.741 -4.987
H -2.130 0.119 -3.576
H -0.375 0.126 -3.586
H -2.260 -0.901 -1.433
H -1.137 0.428 -1.328
H -3.742 -2.203 0.028
H -5.772 -0.830 0.233
H -5.830 1.097 1.798
H -3.836 1.628 3.175
H -1.786 0.271 2.962
H 0.441 -4.642 1.592
H 0.148 -6.658 2.972
H -1.777 -6.842 4.522
H -3.415 -4.991 4.683
H -3.139 -2.964 3.303
N -1.753 2.731 0.030
C -0.882 3.154 -0.903
S 0.784 2.996 -0.661
N -1.528 3.695 -1.984
C -1.061 4.364 -3.166
C -1.816 5.460 -3.577
C -1.480 6.164 -4.726
C -0.381 5.779 -5.480
C 0.353 4.668 -5.088
C 0.017 3.950 -3.945
H -1.372 2.330 0.882
H -2.748 2.695 -0.136
H -2.496 3.885 -1.806
H -2.676 5.769 -2.985
H -2.077 7.019 -5.024
H -0.105 6.337 -6.369
H 1.203 4.342 -5.681
H 0.582 3.078 -3.668
```



(2)
DFT (ωB97M-V with the def2-TZVPD basis set) results for a structure of composition C40H43FFeN10O7S.

Calculated values
expectation value of S²: 6.010
energy relative to the best compared isomer or geometry (same formula, charge and spin): 157.6 kJ/mol
maximum force: 1.0 eV/Å
gap between HOMO and LUMO (spin up / spin down): 3.623 / 3.595 eV
LUMO (spin up / spin down): -1.7567 / -1.7567 eV
M: 882.76 g mol⁻¹
2S+1: 5
calculated total energy: -4385.891861 Ha

Structure (XYZ):
```
103
C40H43FFeN10O7S, DFT ωB97M-V with the def2-TZVPD basis set
Fe 0.911 2.409 0.504
S 1.293 4.718 -0.052
C -0.261 5.473 -0.036
N -0.361 6.758 0.039
N -1.617 7.338 0.249
C -2.507 7.113 1.291
C -2.254 6.260 2.374
C -3.184 6.138 3.394
C -4.383 6.845 3.373
C -4.627 7.701 2.308
C -3.702 7.838 1.283
N -1.502 4.736 -0.159
N -1.340 3.613 -0.633
C -2.573 2.874 -0.848
C -2.502 1.839 -1.760
C -3.632 1.087 -2.051
C -4.828 1.360 -1.403
C -4.887 2.386 -0.465
C -3.763 3.147 -0.188
H -1.677 8.242 -0.178
H -1.325 5.707 2.429
H -2.960 5.477 4.224
H -5.105 6.737 4.173
H -5.548 8.270 2.269
H -3.905 8.512 0.457
H -1.545 1.627 -2.229
H -3.575 0.283 -2.775
H -5.710 0.771 -1.622
H -5.814 2.597 0.052
H -3.790 3.946 0.540
C 5.465 -3.636 -1.380
C 5.416 -3.178 0.071
N 4.329 -2.240 0.332
C 4.545 -0.903 0.075
C 3.642 0.076 0.265
C 3.945 1.488 -0.227
O 5.101 1.689 -0.609
O 2.947 2.260 -0.272
C 2.380 -0.286 0.853
O 1.575 0.482 1.358
C 2.050 -1.723 0.809
C 0.722 -2.094 0.935
C 0.388 -3.417 0.883
F -0.923 -3.770 0.921
C 1.361 -4.411 0.768
C 2.683 -4.033 0.613
C 3.041 -2.678 0.579
N 1.052 -5.801 0.855
C 1.595 -6.706 -0.147
C 2.091 -7.970 0.585
N 1.368 -7.994 1.904
C -0.100 -7.759 1.677
C -0.258 -6.265 1.298
H 6.289 -4.335 -1.535
H 5.613 -2.781 -2.040
H 4.531 -4.123 -1.672
H 6.342 -2.673 0.338
H 5.320 -4.026 0.748
H 5.524 -0.635 -0.309
H -0.032 -1.311 1.022
H 3.441 -4.799 0.511
H 2.411 -6.244 -0.690
H 0.824 -6.977 -0.879
H 3.157 -7.938 0.802
H 1.857 -8.884 0.046
H 1.702 -7.157 2.393
H 1.567 -8.830 2.447
H -0.645 -8.013 2.581
H -0.410 -8.426 0.877
H -0.569 -5.689 2.164
H -1.032 -6.173 0.534
O -0.156 2.805 2.185
N -1.050 2.039 2.663
N -1.384 1.121 1.841
O -0.870 0.955 0.655
C -2.408 0.201 2.260
C -2.982 -0.596 1.285
C -3.961 -1.514 1.646
C -4.350 -1.644 2.972
C -3.760 -0.835 3.939
C -2.790 0.090 3.592
H -2.658 -0.475 0.259
H -4.424 -2.125 0.880
H -5.104 -2.368 3.253
H -4.055 -0.930 4.977
H -2.328 0.725 4.333
O 0.965 -0.308 -1.970
C 0.861 0.795 -2.450
O 0.679 1.889 -1.729
C 1.006 1.077 -3.937
N 0.823 2.507 -4.229
C 2.033 3.025 -4.902
C 2.731 1.792 -5.463
C 2.445 0.741 -4.391
H 0.274 0.460 -4.461
H 0.660 2.659 -2.346
H -0.013 2.677 -4.765
H 2.672 3.515 -4.166
H 1.766 3.764 -5.655
H 3.799 1.956 -5.611
H 2.288 1.497 -6.418
H 3.135 0.870 -3.552
H 2.522 -0.286 -4.739
```



(3)
DFT (ωB97M-V with the def2-TZVPD basis set) results for a structure of composition C40H43IrN4OP2S2Se.

Calculated values
energy relative to the best compared isomer or geometry (same formula, charge and spin): 17.5 kJ/mol
maximum force: 0.4 eV/Å
net charge: +2
gap between HOMO and LUMO: 5.266 eV
LUMO: -7.2677 eV
M: 993.07 g mol⁻¹
calculated total energy: -5828.747124 Ha

Structure (XYZ):
```
94
C40H43IrN4OP2S2Se, DFT ωB97M-V with the def2-TZVPD basis set
Ir -0.534 0.496 0.508
C -3.782 -6.383 4.184
S -2.784 -5.425 5.341
C -1.417 -4.952 4.263
C -1.766 -3.822 3.300
C -0.556 -3.409 2.475
N -0.730 -2.116 1.777
P -0.508 -0.601 2.471
C 0.449 -0.649 3.952
C 1.841 -0.631 3.830
C 2.620 -0.711 4.971
C 2.014 -0.805 6.218
C 0.629 -0.823 6.338
C -0.162 -0.745 5.204
C -1.998 0.390 2.496
C -2.041 1.620 3.177
C -2.982 2.559 2.818
C -3.883 2.313 1.766
C -3.836 1.127 1.077
C -2.877 0.148 1.409
P -0.555 -1.729 0.117
C -1.933 -2.386 -0.814
C -3.042 -2.966 -0.203
C -4.076 -3.461 -0.983
C -4.008 -3.365 -2.366
C -2.905 -2.780 -2.977
C -1.863 -2.293 -2.207
C 0.902 -2.543 -0.529
C 0.729 -3.844 -1.022
C 1.830 -4.581 -1.425
C 3.102 -4.030 -1.351
C 3.276 -2.739 -0.870
C 2.182 -1.998 -0.456
H -4.625 -6.774 4.751
H -3.214 -7.222 3.786
H -4.173 -5.772 3.371
H -1.062 -5.833 3.722
H -0.610 -4.641 4.929
H -2.124 -2.965 3.879
H -2.586 -4.134 2.651
H -0.293 -4.157 1.724
H 0.313 -3.309 3.131
H 2.308 -0.561 2.854
H 3.698 -0.696 4.891
H 2.628 -0.862 7.107
H 0.168 -0.897 7.314
H -1.242 -0.760 5.292
H -1.336 1.819 3.975
H -3.030 3.502 3.346
H -4.622 3.062 1.515
H -4.548 0.914 0.291
H -2.997 -0.848 1.009
H -3.097 -3.037 0.876
H -4.933 -3.924 -0.512
H -4.815 -3.754 -2.972
H -2.853 -2.713 -4.055
H -0.994 -1.860 -2.689
H -0.259 -4.278 -1.103
H 1.693 -5.584 -1.807
H 3.958 -4.604 -1.677
H 4.265 -2.304 -0.827
H 2.330 -0.991 -0.099
Se 1.593 1.500 0.403
C 1.623 2.275 -1.279
N 1.656 2.761 -2.323
C -3.357 5.099 -4.771
C -1.836 5.150 -4.690
C -1.312 4.851 -3.297
N -1.611 3.446 -2.944
C -1.446 2.870 -1.780
S -1.348 1.156 -1.708
N -1.347 3.622 -0.640
C -2.130 4.699 -0.154
O -1.731 5.264 0.831
C -3.441 4.986 -0.791
C -4.246 3.987 -1.334
C -5.499 4.307 -1.831
C -5.941 5.623 -1.805
C -5.141 6.620 -1.262
C -3.898 6.302 -0.741
H -3.700 5.338 -5.776
H -3.806 5.815 -4.080
H -3.746 4.110 -4.517
H -1.476 6.142 -4.963
H -1.381 4.459 -5.407
H -1.784 5.515 -2.579
H -0.228 4.972 -3.236
H -1.703 2.814 -3.730
H -0.703 3.281 0.062
H -3.914 2.956 -1.349
H -6.132 3.532 -2.242
H -6.916 5.872 -2.203
H -5.491 7.643 -1.235
H -3.272 7.062 -0.290
```